Entry from the Open Molecules 2025 dataset: HNOS2 as an isolated structure (the ωB97M-V functional and the def2-TZVPD basis).

The geometry in XYZ format:
```
5
Properties=species:S:1:pos:R:3:nbo_charge:R:1
N 2.58 -0.90 0.56 -0.543
O -1.56 0.47 0.36 -0.816
S 1.34 -0.20 0.12 0.823
S -1.04 -0.64 -0.90 0.059
H -1.32 1.27 -0.15 0.477
```

HOMO level (spin up / spin down) (eV): -8.9 / -8.9
ΔE to the lowest compared entry with this formula, charge and spin (kJ/mol): 137.9
Frontier orbital gap (spin up / spin down) (eV): 6.930 / 6.944

---

Entry from the Open Molecules 2025 dataset: C33H30MnN8O6S5 as an isolated structure (the ωB97M-V functional and the def2-TZVPD basis).

The geometry in XYZ format:
```
83
Properties=species:S:1:pos:R:3:lowdin_spin:R:1
Mn -0.31 -0.24 -0.29 1.012
C -3.15 2.59 2.29 -0.001
C -2.60 1.63 1.26 0.000
S -0.84 1.52 1.25 0.004
C -3.40 0.89 0.45 0.000
C -4.91 0.97 0.50 -0.002
S -2.75 -0.27 -0.72 -0.020
H -2.40 3.35 2.52 0.000
H -3.40 2.09 3.23 0.000
H -4.05 3.12 1.95 0.000
H -5.28 1.63 1.28 0.000
H -5.34 -0.03 0.67 0.000
H -5.31 1.30 -0.46 0.000
N 1.42 0.67 -3.60 -0.001
C 2.21 -0.23 -2.88 0.001
C 3.39 -0.67 -3.51 0.000
C 4.14 -1.64 -2.88 0.000
C 3.72 -2.14 -1.66 0.000
C 2.58 -1.61 -1.11 0.000
N 1.85 -0.65 -1.69 0.009
C 0.17 1.24 -3.33 -0.003
C -0.55 1.66 -4.46 0.001
C -1.71 2.38 -4.27 -0.002
C -2.12 2.66 -2.98 0.000
C -1.38 2.14 -1.93 -0.002
N -0.25 1.44 -2.09 -0.003
H 1.66 0.70 -4.57 0.000
H 3.68 -0.26 -4.47 0.000
H 5.06 -2.00 -3.35 0.000
H 4.26 -2.92 -1.14 0.000
H 2.21 -1.95 -0.15 0.000
H -0.19 1.41 -5.45 0.000
H -2.29 2.70 -5.12 0.000
H -3.03 3.21 -2.77 0.000
H -1.67 2.29 -0.90 0.000
O 0.39 -3.78 -1.14 0.002
C -0.28 -2.98 -1.81 0.001
O -0.48 -1.75 -1.69 -0.001
C -0.97 -3.55 -3.06 0.000
C -1.20 -4.91 -3.19 0.000
C -1.83 -5.42 -4.32 0.000
C -2.21 -4.58 -5.36 0.000
C -1.95 -3.23 -5.21 0.000
C -1.36 -2.70 -4.08 0.000
N -2.31 -2.31 -6.34 0.000
O -2.93 -2.80 -7.27 0.000
O -1.96 -1.15 -6.25 0.000
H -0.87 -5.55 -2.38 0.000
H -2.03 -6.49 -4.40 0.000
H -2.68 -4.94 -6.26 0.000
H -1.22 -1.63 -3.97 0.000
N 1.11 5.67 5.93 0.000
C 1.28 4.28 5.70 0.000
C 0.29 3.55 5.05 0.000
C 0.44 2.20 4.83 0.000
C 1.60 1.55 5.27 0.000
C 2.59 2.27 5.90 0.000
C 2.43 3.64 6.13 0.000
S 1.79 -0.17 4.93 0.000
O 3.15 -0.48 5.33 0.000
O 0.72 -0.86 5.63 0.000
N 1.52 -0.29 3.41 0.000
C 2.35 0.23 2.51 0.000
S 4.01 0.77 2.90 0.000
C 4.24 1.23 1.25 0.000
C 3.13 0.91 0.55 0.000
N 2.07 0.35 1.22 0.006
H 0.48 6.10 5.26 0.000
H 1.98 6.17 5.97 0.000
H -0.60 4.06 4.68 0.000
H -0.30 1.64 4.26 0.000
H 3.50 1.76 6.21 0.000
H 3.21 4.20 6.62 0.000
H 5.14 1.70 0.90 0.000
H 3.01 1.13 -0.50 0.000
S -1.78 -3.03 3.09 0.000
C -0.13 -3.42 2.82 0.000
C 0.35 -2.65 1.82 -0.001
N -0.57 -1.79 1.24 -0.002
C -1.73 -1.90 1.81 0.000
H 0.41 -4.11 3.43 0.000
H 1.36 -2.65 1.47 0.000
H -2.58 -1.31 1.50 0.000
```

HOMO level (spin up / spin down) (eV): -0.7 / -0.8
Charge: -2
2S+1: 2
ΔE to the lowest compared entry with this formula, charge and spin (kJ/mol): 0.0
Frontier orbital gap (spin up / spin down) (eV): 4.410 / 4.481

---

Entry from the Open Molecules 2025 dataset: a 4-piece molecular cluster, C26H64BrN2O2P overall (the ωB97M-V functional and the def2-TZVPD basis).

The geometry in XYZ format:
```
96
Properties=species:S:1:pos:R:3:mulliken_charge:R:1
Br -2.25 0.22 4.03 -0.991
C -9.81 3.52 -1.79 -0.812
N -10.23 2.10 -2.16 -0.093
C -11.56 2.12 -2.91 -0.929
C -9.27 1.39 -3.20 -0.903
C -10.27 1.20 -0.93 -0.594
C -8.89 1.02 -0.15 -0.570
O -8.36 2.11 0.56 -0.527
H -10.25 3.93 -0.88 0.335
H -9.93 4.16 -2.66 0.355
H -8.74 3.45 -1.59 0.387
H -11.51 2.77 -3.78 0.410
H -12.23 2.66 -2.23 0.417
H -11.85 1.12 -3.23 0.376
H -9.43 0.31 -3.22 0.346
H -8.25 1.62 -2.87 0.394
H -9.39 1.95 -4.12 0.409
H -10.62 0.21 -1.21 0.411
H -11.02 1.60 -0.24 0.440
H -8.16 0.49 -0.76 0.382
H -9.11 0.36 0.70 0.416
H -7.49 1.91 0.93 0.350
C -1.44 5.88 -4.62 -0.897
N -1.21 6.83 -3.36 -0.162
C -0.63 8.09 -3.89 -0.828
C -2.58 7.09 -2.78 -0.887
C -0.21 6.19 -2.28 -0.451
C -0.34 4.64 -2.18 -0.606
O -1.60 4.15 -1.90 -0.476
H -0.42 5.64 -4.91 0.434
H -1.99 6.45 -5.37 0.371
H -1.96 4.97 -4.34 0.344
H -1.20 8.64 -4.64 0.337
H 0.25 7.65 -4.37 0.433
H -0.39 8.71 -3.03 0.372
H -2.54 7.79 -1.94 0.387
H -3.02 6.17 -2.39 0.316
H -3.10 7.63 -3.57 0.422
H -0.34 6.80 -1.38 0.395
H 0.81 6.38 -2.61 0.356
H 0.38 4.26 -1.46 0.493
H 0.01 4.25 -3.14 0.305
H -1.50 3.46 -1.25 0.337
C -0.62 -3.78 0.28 -1.443
C 0.81 -4.31 0.52 -0.333
C 1.81 -3.20 0.08 -0.680
C 3.27 -3.68 0.32 -1.187
P 4.29 -3.25 1.77 0.608
C 3.58 -3.97 3.39 -1.012
C 3.77 -5.57 3.46 -0.661
C 3.53 -6.16 4.85 -0.480
C 3.66 -7.72 4.79 -1.321
C 5.98 -3.82 1.48 -1.222
C 6.76 -3.18 0.32 -0.493
C 8.08 -3.83 0.18 -0.434
C 9.16 -2.91 -0.49 -1.376
C 4.23 -1.33 2.00 -0.917
C 5.00 -0.76 3.17 -0.729
C 5.02 0.78 3.15 -0.609
C 5.61 1.47 1.92 -1.228
H -0.78 -3.20 -0.63 0.317
H -0.80 -3.07 1.09 0.397
H -1.35 -4.58 0.36 0.369
H 0.96 -5.29 0.07 0.424
H 0.78 -4.59 1.57 0.215
H 1.60 -2.29 0.64 0.303
H 1.58 -2.86 -0.93 0.513
H 3.92 -3.37 -0.50 0.503
H 3.28 -4.77 0.27 0.622
H 2.59 -3.59 3.61 0.652
H 4.21 -3.45 4.11 0.618
H 4.79 -5.72 3.12 0.262
H 3.14 -6.11 2.75 0.351
H 2.61 -5.82 5.33 0.407
H 4.38 -5.89 5.47 0.297
H 4.60 -8.11 4.39 0.340
H 2.82 -8.18 4.28 0.350
H 3.64 -8.05 5.83 0.394
H 5.76 -4.88 1.36 0.681
H 6.46 -3.74 2.46 0.606
H 6.87 -2.12 0.55 0.192
H 6.29 -3.15 -0.67 0.311
H 8.07 -4.79 -0.33 0.363
H 8.57 -4.01 1.14 0.349
H 10.17 -3.28 -0.33 0.392
H 9.19 -1.95 0.02 0.351
H 8.99 -2.66 -1.54 0.344
H 3.15 -1.30 2.17 0.680
H 4.59 -0.94 1.05 0.442
H 5.98 -1.24 3.10 0.434
H 4.61 -1.10 4.13 0.319
H 5.62 1.16 3.98 0.410
H 4.01 1.17 3.29 0.327
H 4.92 1.53 1.08 0.304
H 6.52 1.04 1.51 0.295
H 5.94 2.49 2.14 0.380
```

HOMO level (eV): -8.3
Charge: +2
ΔE to the lowest compared entry with this formula, charge and spin (kJ/mol): 497.4
Frontier orbital gap (eV): 4.429

---

Entry from the Open Molecules 2025 dataset: C14H28BeNO11 as an isolated structure (the ωB97M-V functional and the def2-TZVPD basis).

The geometry in XYZ format:
```
55
Properties=species:S:1:pos:R:3:nbo_charge:R:1
Be 2.33 -0.24 -2.89 1.585
N 1.89 0.94 -0.11 0.704
O 1.03 0.32 -0.73 -0.539
O 1.69 1.43 0.96 -0.339
O 3.04 0.96 -0.62 -0.483
C -0.32 4.73 0.77 -0.436
C -0.57 6.21 0.66 -0.429
C -0.62 6.72 2.05 -0.070
O 0.35 5.87 2.59 -0.526
C 0.14 4.52 2.19 -0.068
H 0.43 4.37 0.07 0.201
H -1.24 4.19 0.55 0.199
H -1.37 6.52 -0.02 0.209
H 0.27 6.62 0.08 0.204
H -1.63 6.63 2.46 0.159
H -0.30 7.76 2.16 0.202
H -0.60 4.03 2.83 0.161
H 1.08 3.99 2.36 0.196
C -3.05 0.97 1.66 -0.431
C -1.63 0.49 1.99 -0.436
C -1.80 -0.92 2.68 -0.068
O -3.21 -1.16 2.51 -0.538
C -3.78 -0.38 1.44 -0.072
H -2.98 1.62 0.79 0.209
H -3.43 1.58 2.48 0.217
H -0.91 1.16 2.45 0.227
H -1.17 0.41 1.01 0.185
H -1.62 -0.80 3.75 0.193
H -1.13 -1.66 2.23 0.153
H -4.86 -0.34 1.58 0.205
H -3.70 -0.87 0.47 0.157
C -0.95 -2.28 -0.60 -0.273
O -1.27 -2.94 -1.78 -0.448
C -0.53 -2.88 -2.85 1.034
O 0.47 -2.16 -3.02 -0.779
O -1.00 -3.81 -3.74 -0.460
C -0.38 -3.79 -5.03 -0.271
H 0.03 -2.56 -0.22 0.189
H -1.76 -2.47 0.11 0.227
H -0.93 -1.19 -0.66 0.208
H -1.06 -4.35 -5.68 0.221
H 0.51 -4.42 -5.11 0.192
H -0.24 -2.78 -5.41 0.192
C 2.75 -2.23 1.64 -0.253
O 2.92 -3.36 0.81 -0.480
C 2.91 -3.26 -0.61 1.031
O 2.55 -2.27 -1.28 -0.739
O 3.02 -4.53 -1.11 -0.458
C 3.14 -4.63 -2.52 -0.270
H 3.74 -1.94 2.00 0.207
H 2.10 -2.47 2.49 0.215
H 2.26 -1.47 1.03 0.185
H 3.10 -5.64 -2.91 0.229
H 3.99 -4.11 -2.95 0.187
H 2.30 -4.10 -2.99 0.183
```

HOMO level (eV): -11.2
Charge: +1
Frontier orbital gap (eV): 2.080

---

Entry from the Open Molecules 2025 dataset: C25H31F5INO2RuSiTe2 as an isolated structure (the ωB97M-V functional and the def2-TZVPD basis).

The geometry in XYZ format:
```
69
Properties=species:S:1:pos:R:3:nbo_charge:R:1
Ru -1.25 0.11 0.42 1.488
C -2.27 -4.13 1.15 -1.138
Si -1.62 -3.02 -0.24 1.826
C -3.17 -2.30 -1.00 -1.154
C -0.73 -4.05 -1.55 -1.141
N -0.54 -1.75 0.40 -1.003
C 0.57 -2.16 1.13 0.099
C 0.97 -3.49 1.31 -0.246
C 2.08 -3.83 2.06 -0.232
C 2.85 -2.85 2.66 -0.217
C 2.49 -1.51 2.51 -0.292
C 1.37 -1.19 1.77 0.357
O 0.97 0.10 1.55 -0.564
C 1.60 1.14 2.23 0.373
C 1.34 1.33 3.58 -0.276
C 1.96 2.39 4.23 -0.207
C 2.82 3.23 3.54 -0.228
C 3.05 3.02 2.19 -0.180
C 2.45 1.97 1.52 -0.247
H -2.91 -4.91 0.71 0.227
H -2.88 -3.55 1.84 0.243
H -1.50 -4.62 1.75 0.237
H -3.87 -3.14 -1.09 0.234
H -3.02 -1.88 -1.99 0.253
H -3.66 -1.54 -0.38 0.248
H -1.41 -4.23 -2.38 0.238
H -0.39 -5.02 -1.18 0.229
H 0.14 -3.52 -1.94 0.251
H 0.40 -4.29 0.86 0.210
H 2.35 -4.87 2.16 0.204
H 3.72 -3.11 3.24 0.205
H 3.07 -0.73 2.97 0.231
H 0.65 0.67 4.08 0.234
H 1.75 2.56 5.28 0.207
H 3.29 4.06 4.05 0.205
H 3.69 3.70 1.64 0.211
H 2.56 1.81 0.46 0.248
I -1.70 -1.26 3.75 0.048
C -2.47 -0.22 2.05 -0.734
H -2.71 0.78 2.39 0.239
H -3.36 -0.75 1.71 0.213
F -1.58 4.88 0.36 -0.724
Te -0.88 3.22 -0.53 2.569
F -1.06 2.29 1.33 -0.701
F 0.02 3.84 -2.15 -0.703
F -2.91 1.08 -0.09 -0.666
F 0.73 3.80 0.24 -0.642
O -0.04 1.33 -0.69 -1.104
C -5.64 -0.41 -7.40 -0.623
C -4.63 -0.19 -6.30 -0.014
C -5.02 -0.03 -4.99 -0.229
C -4.10 0.19 -3.96 -0.040
C -4.66 0.38 -2.58 -0.655
C -2.74 0.25 -4.25 -0.236
Te -1.17 0.43 -2.77 0.433
C -2.33 0.11 -5.60 -0.057
C -0.88 0.19 -6.01 -0.639
C -3.27 -0.11 -6.59 -0.233
H -6.62 -0.66 -6.99 0.210
H -5.33 -1.23 -8.06 0.210
H -5.75 0.48 -8.02 0.214
H -6.08 -0.07 -4.74 0.196
H -5.35 1.23 -2.57 0.217
H -3.90 0.57 -1.83 0.259
H -5.23 -0.50 -2.27 0.210
H -0.30 -0.64 -5.61 0.217
H -0.41 1.11 -5.63 0.235
H -0.80 0.18 -7.09 0.205
H -2.94 -0.22 -7.62 0.194
```

HOMO level (spin up / spin down) (eV): -5.3 / -5.1
Charge: -1
2S+1: 6
ΔE to the lowest compared entry with this formula, charge and spin (kJ/mol): 99.8
Frontier orbital gap (spin up / spin down) (eV): 7.553 / 5.939

---

Entry from the Open Molecules 2025 dataset: one molecule with the formula C2H8FOPSi (the ωB97M-V functional and the def2-TZVPD basis).

The geometry in XYZ format:
```
14
Properties=species:S:1:pos:R:3:nbo_charge:R:1
C -0.89 -0.42 1.64 -0.976
P -0.38 0.49 0.08 1.355
C -0.82 -0.50 -1.50 -0.890
O -1.07 1.95 -0.03 -1.070
Si 1.83 0.56 -0.05 1.121
F 2.39 -0.96 0.06 -0.651
H 0.02 -0.30 2.37 0.243
H -1.78 0.21 2.05 0.275
H -1.10 -1.44 1.42 0.238
H -0.67 0.30 -2.20 0.262
H -0.19 -1.28 -1.49 0.222
H -1.87 -0.74 -1.16 0.241
H 2.80 1.59 0.36 -0.152
H 1.73 0.53 -1.56 -0.218
```

HOMO level (eV): -9.4
ΔE to the lowest compared entry with this formula, charge and spin (kJ/mol): 56.4
Frontier orbital gap (eV): 9.699

---

Number 1: electronic energy -25220.46381 eV. Number 2: electronic energy -144410.25922 eV. Number 3: electronic energy -114389.28067 eV. Number 4: electronic energy -39368.07927 eV. Number 5: electronic energy -78749.98187 eV. Number 6: electronic energy -24135.61545 eV.